(1)
77
Properties=species:S:1:pos:R:3 method="wB97M-V/def2-TZVPD" gap_ev="6.464 / 5.415" e_lumo_ev="-11.86 / -15.11" total_energy_ha=-2388.8991 charge=+4 spin_multiplicity=5 s2=6.046 homo_energy_ev="-18.3 / -20.5"
P -2.14031 -0.30433 -2.10301
C -3.22474 1.12322 -2.32563
H -4.01077 0.89372 -3.05611
H -2.65604 2.00398 -2.65096
H -3.67882 1.40866 -1.37318
C -1.24162 -0.40026 -3.71617
H -0.66665 -1.32166 -3.83907
H -0.52279 0.41035 -3.87437
H -2.00570 -0.35204 -4.51689
C -3.17925 -1.77583 -2.26767
H -3.63940 -1.77348 -3.25931
H -3.94394 -1.80797 -1.48223
H -2.57520 -2.67998 -2.15718
P -0.45782 -1.56301 2.57924
C -1.58136 -0.65298 3.70920
H -1.70573 -1.09969 4.71206
H -2.58270 -0.57905 3.25695
H -1.21494 0.37520 3.85261
C -1.15428 -3.22521 2.22619
H -0.43300 -3.79295 1.62597
H -2.05992 -3.10225 1.61648
H -1.39922 -3.79654 3.13043
C 1.14406 -1.89287 3.40727
H 1.03854 -2.56492 4.26574
H 1.58770 -0.94131 3.73069
H 1.81764 -2.35753 2.67484
P 2.51227 1.48151 -0.03797
C 2.66162 3.18192 0.50817
H 3.56306 3.62096 0.06424
H 2.72124 3.22053 1.59889
H 1.79643 3.79152 0.22314
C 4.04292 0.64104 0.39353
H 4.85606 1.35452 0.20303
H 4.19909 -0.26077 -0.20529
H 4.07788 0.32611 1.44011
C 2.68954 1.57384 -1.85690
H 3.67826 2.03683 -2.03303
H 1.91647 2.18236 -2.33980
H 2.67323 0.59336 -2.33711
Pd 0.21305 -0.80989 0.46969
C -1.79945 -0.60471 -0.06139
O -2.78224 -0.76545 0.67202
C 1.27809 0.65127 1.37240
O 1.15228 1.22506 2.44062
C 2.52046 -2.36278 -0.28642
C 2.49661 -1.72451 -1.54067
C 1.43010 -1.96804 -2.40803
C 0.32322 -2.74987 -2.00340
C 0.36286 -3.38443 -0.76717
C 1.42738 -3.12997 0.14448
H 3.44115 -2.33833 0.31752
H 3.36270 -1.12014 -1.86326
H 1.48755 -1.61789 -3.45277
H -0.50659 -2.93052 -2.71108
H -0.37663 -4.16626 -0.53523
H 1.47552 -3.68059 1.10103
C -0.22819 4.15728 -2.71645
N -0.47956 4.54489 -1.34302
C -0.86681 5.95539 -1.13638
C -1.38352 6.22491 0.27876
C -0.69698 5.26873 1.23647
N -1.16849 3.94372 0.78844
C -2.05925 3.07696 1.56525
C -0.92592 3.53708 -0.50368
O -1.03174 2.33810 -0.86448
H -0.40879 3.08706 -2.83186
H 0.81244 4.29770 -3.01371
H -0.89516 4.72708 -3.38173
H 0.06988 6.51849 -1.31256
H -1.60264 6.19004 -1.94233
H -2.47210 6.04536 0.28328
H -1.17793 7.27634 0.50391
H -0.93116 5.44595 2.29929
H 0.39904 5.35978 1.12777
H -1.53903 2.18322 1.98876
H -2.54699 3.64909 2.39192
H -2.84768 2.68763 0.87748


(2)
81
Properties=species:S:1:pos:R:3 method="wB97M-V/def2-TZVPD" gap_ev=6.570 e_lumo_ev=-0.96 total_energy_ha=-3320.8793 charge=0 spin_multiplicity=1 homo_energy_ev=-7.5
C 4.66619 3.31675 1.65702
C 3.72926 2.06471 2.00709
O 2.38509 2.51780 1.83747
C 1.44366 1.78635 2.65722
C 0.83804 0.50884 1.96394
N 1.72742 -0.18851 1.03615
C 2.61115 -1.15212 1.70213
C 3.24888 -2.12916 0.61097
C 2.45843 -2.12188 -0.74398
O 4.60788 -1.72123 0.34658
C -0.62474 0.73977 1.30920
C -0.55469 2.02165 0.35977
C 0.30696 1.79420 -0.95208
C -0.12166 2.97272 -1.95600
S -0.50426 2.42632 -3.67292
C 1.00462 1.90618 -4.51018
S 1.10112 2.17216 -6.13408
N 2.14683 1.29374 -3.87641
C 3.12398 1.79722 -3.00044
C 4.01779 0.70298 -2.74927
N 3.59795 -0.45566 -3.45903
C 2.47994 -0.03187 -4.07435
O -0.85480 -0.46736 0.60391
C -2.17340 -0.90739 0.31415
C -3.23935 0.14277 -0.15555
C -4.58714 -0.40845 -0.74391
C -5.61183 -0.92714 0.36132
O -6.94604 -0.54561 -0.07870
C -2.63410 -1.91004 1.44582
O -1.61798 -2.95245 1.50338
C -1.06990 -3.06817 2.81779
P -1.87432 -2.07450 -1.20887
C -1.85507 -1.10306 -2.80756
C -3.07944 -3.49735 -1.24033
P -1.73432 1.17638 2.77261
S -2.08681 3.10628 2.97321
H 4.95248 3.76993 2.64767
H 5.58218 2.97873 1.11953
H 4.05980 4.07222 1.10256
H 4.03332 1.26029 1.28180
H 3.99696 1.76917 3.05144
H 0.69202 2.54632 2.99663
H 1.95505 1.43471 3.60230
H 0.64127 -0.23625 2.79071
H 2.23183 0.45160 0.42552
H 2.06369 -1.78242 2.45628
H 3.47604 -0.67450 2.24595
H 3.30672 -3.16966 1.04493
H 2.89441 -2.91843 -1.39184
H 1.38437 -2.36306 -0.51339
H 2.50306 -1.11316 -1.20914
H 5.09453 -1.65169 1.18508
H -0.15797 2.92268 0.88167
H -1.57939 2.31365 -0.00633
H 0.12617 0.78441 -1.41134
H 1.40509 1.96406 -0.77771
H -1.01659 3.53674 -1.59928
H 0.72159 3.71696 -1.99914
H 3.12166 2.83851 -2.62296
H 4.92068 0.71630 -2.10751
H 1.97531 -0.81795 -4.67269
H -3.54539 0.90848 0.61952
H -2.76479 0.75889 -0.97277
H -4.48608 -1.13046 -1.58739
H -5.11247 0.48876 -1.18329
H -5.46112 -0.36322 1.32365
H -5.56144 -2.03485 0.49768
H -7.22759 -1.28610 -0.64332
H -2.68273 -1.48248 2.47549
H -3.59494 -2.43926 1.24374
H -0.52727 -4.04944 2.86109
H -1.83517 -3.08575 3.63604
H -0.29160 -2.26948 2.95148
H -1.05259 -1.54630 -3.45489
H -2.81479 -1.23541 -3.38910
H -1.59977 -0.03019 -2.65065
H -4.09062 -3.28615 -1.67925
H -3.24763 -3.99324 -0.25249
H -2.61942 -4.28890 -1.89772
H -1.15201 0.63483 3.97083
H -3.04222 0.59626 2.69455


(3)
92
Properties=species:S:1:pos:R:3 method="wB97M-V/def2-TZVPD" gap_ev=4.789 e_lumo_ev=-3.67 total_energy_ha=-4038.8099 charge=0 spin_multiplicity=1 homo_energy_ev=-8.5
C -5.01131 2.24191 6.73321
C -3.61342 1.78987 6.00451
C -3.54633 0.44898 5.01548
C -2.19309 -0.08411 4.25438
C -0.77436 0.72863 4.49017
C -0.83212 2.05706 5.45001
C -2.21447 2.62119 6.20390
C -2.06400 4.01885 7.11039
O -2.72262 4.21870 8.27287
C -0.98349 5.12573 6.47384
P -1.23046 7.01914 6.48639
O -2.69250 7.41838 5.95127
C 0.27546 4.60831 5.80123
C 0.55286 2.96217 5.69557
O 1.77082 2.40857 5.83300
H -4.95776 3.25189 7.32210
H -5.84580 2.24383 5.90637
H -5.29044 1.37359 7.49563
H -4.54563 -0.17065 4.80891
H -2.16046 -1.02068 3.53432
H 0.26299 0.43742 4.03123
H -0.97122 7.55968 7.80824
H -0.30424 7.71911 5.58583
H 1.05947 5.34645 5.30196
C -1.96493 -5.42845 0.16228
O -2.34573 -4.16519 0.66784
P -1.04899 -3.11296 1.11949
O -1.92768 -2.49340 2.20816
O -1.26387 -2.24667 -0.26573
C -0.90941 -2.83704 -1.49795
O 0.24770 -2.06060 1.57120
C 1.50945 -2.44247 1.06407
H -2.53967 -6.20099 0.67787
H -2.19389 -5.47222 -0.90341
H -0.89874 -5.61401 0.31576
H -1.81402 -3.19281 -1.99757
H -0.21691 -3.67029 -1.35721
H -0.43256 -2.08466 -2.12943
H 1.56775 -2.22463 -0.00240
H 1.67696 -3.51030 1.23610
H 2.28457 -1.87543 1.58650
C 7.25655 4.80145 1.57191
O 6.70874 3.54794 1.21832
P 5.69807 2.80494 2.40963
O 6.13370 1.42220 1.92034
O 4.35953 3.25051 1.55803
C 4.00879 4.61697 1.50992
O 4.68735 2.06182 3.60091
C 4.25359 2.93602 4.62200
H 8.32807 4.78879 1.36057
H 6.78837 5.58056 0.96872
H 7.10402 5.01798 2.63238
H 4.32585 5.03418 0.55080
H 4.47313 5.17756 2.32466
H 2.92387 4.70944 1.59138
H 3.48478 3.60797 4.24038
H 5.09886 3.51615 5.00529
H 3.83445 2.34217 5.43866
C -1.04766 -7.49567 -5.89488
O -1.42846 -6.23241 -5.38932
P -0.13172 -5.18018 -4.93767
O -1.01041 -4.56062 -3.84899
O -0.34660 -4.31389 -6.32289
C 0.00786 -4.90426 -7.55511
O 1.16497 -4.12782 -4.48596
C 2.42672 -4.50969 -4.99309
H -1.62240 -8.26821 -5.37929
H -1.27662 -7.53944 -6.96057
H 0.01853 -7.68123 -5.74140
H -0.89675 -5.26003 -8.05473
H 0.70037 -5.73751 -7.41437
H 0.48471 -4.15188 -8.18658
H 2.48502 -4.29185 -6.05956
H 2.59423 -5.57752 -4.82106
H 3.20184 -3.94265 -4.47066
C -1.36424 -1.45439 -4.54200
O -1.03516 -0.27867 -3.83080
P -1.17381 1.20078 -4.71666
O -0.03189 1.80258 -3.89506
O -2.59074 1.53513 -3.94466
C -3.73013 0.75995 -4.25031
O -1.31242 2.68034 -5.60243
C -2.05903 2.57474 -6.79677
H -0.56835 -2.18795 -4.39557
H -2.29586 -1.86301 -4.14811
H -1.47462 -1.25550 -5.61111
H -3.88222 0.02041 -3.46007
H -3.62164 0.25193 -5.21146
H -4.60431 1.41282 -4.29290
H -3.12193 2.49151 -6.56976
H -1.73088 1.70207 -7.37008
H -1.89202 3.47354 -7.39638


(4)
97
Properties=species:S:1:pos:R:3 method="wB97M-V/def2-TZVPD" gap_ev=10.784 e_lumo_ev=0.24 e_above_lowest_kj_mol=333.3 total_energy_ha=-6860.0963 charge=0 spin_multiplicity=1 homo_energy_ev=-10.5
C -4.53562 -3.10980 -1.70752
O -5.68629 -2.45046 -2.20975
C -6.78160 -2.41410 -1.49878
O -6.96029 -2.68742 -0.31833
O -7.80809 -2.07685 -2.24074
C -9.10861 -2.12320 -1.70248
H -4.66664 -4.19162 -1.68300
H -4.46723 -2.89176 -0.64174
H -3.62090 -2.83570 -2.23312
H -9.46320 -3.14438 -1.56258
H -9.88760 -1.64059 -2.29271
H -9.18305 -1.71456 -0.69473
C -1.78608 4.45463 -4.41557
O -0.58359 4.87621 -3.75302
C 0.01754 4.02419 -2.84759
O -0.40222 2.88647 -2.55831
O 1.24155 4.56163 -2.44170
C 2.22182 3.68191 -1.77383
H -2.53701 3.87408 -3.87970
H -1.53546 3.69410 -5.15509
H -2.22321 5.35657 -4.84396
H 3.22843 4.03214 -2.00224
H 2.04084 2.66693 -2.12765
H 2.10671 3.73212 -0.69110
C 4.12271 0.89969 -5.74804
O 3.02376 0.01857 -5.66196
C 1.74056 0.50843 -5.51317
O 1.47513 1.74104 -5.65460
O 0.78160 -0.45801 -5.32929
C -0.58957 -0.01266 -5.30824
H 4.96339 0.21420 -5.85500
H 4.20894 1.62071 -4.93515
H 4.06416 1.40885 -6.71002
H -0.78630 0.28145 -4.27726
H -1.20858 -0.89157 -5.48837
H -0.77354 0.78054 -6.03286
C 7.11297 2.43824 2.52882
O 6.22347 3.49844 2.31740
C 4.93656 3.31609 2.78000
O 4.44976 2.29919 3.22325
O 4.38108 4.45144 2.64695
C 2.98803 4.54149 2.84801
H 6.87531 1.39698 2.31116
H 7.42839 2.48920 3.57094
H 7.91916 2.73339 1.85722
H 2.50247 4.38658 1.88451
H 2.56727 5.54197 2.94843
H 2.56659 3.87560 3.60105
C 4.09688 -1.69271 1.90154
O 3.50609 -1.58681 0.63805
C 4.02429 -1.01618 -0.42956
O 5.09047 -0.34732 -0.47995
O 3.26734 -1.44775 -1.51247
C 3.43835 -0.79039 -2.75502
H 4.15580 -0.65530 2.23079
H 5.13528 -2.02035 1.95122
H 3.45401 -2.15773 2.64892
H 3.23768 0.27986 -2.80399
H 2.69168 -1.23761 -3.41121
H 4.36427 -1.09207 -3.24467
C -4.29311 -1.76645 7.49164
O -3.51505 -1.77278 6.32504
C -3.07482 -0.61449 5.77804
O -3.35915 0.52089 6.23986
O -2.32019 -0.96374 4.67905
C -1.76410 -0.01481 3.80265
H -3.72534 -1.45190 8.36731
H -4.75603 -2.72390 7.73060
H -5.06286 -1.00014 7.40034
H -1.37835 0.89662 4.25938
H -2.50110 0.31135 3.06879
H -0.96370 -0.36777 3.15237
Cl 2.20353 -0.55477 4.89793
C 1.68643 1.21175 5.06541
Cl 0.45250 1.25608 6.41334
H 2.55182 1.79796 5.37456
H 1.36570 1.57664 4.08965
Cl -2.39443 -6.71376 1.84329
C -1.42955 -5.67594 0.73260
Cl -1.86394 -6.09284 -0.92565
H -1.54769 -4.60978 0.92609
H -0.36979 -5.90803 0.83815
Cl 5.08795 -4.27829 -0.27979
C 3.61266 -5.27592 -0.26919
Cl 2.23320 -4.30839 0.28292
H 3.45377 -5.69681 -1.26202
H 3.68970 -6.08525 0.45686
Cl -4.43784 1.12249 -1.60948
C -5.10556 1.39855 0.05546
Cl -4.97224 3.08607 0.43314
H -6.14184 1.07697 -0.04843
H -4.62277 0.81647 0.84044
Cl 0.98521 0.12387 -0.08223
C -0.79566 0.27338 -0.39855
Cl -1.78075 -1.03965 0.23967
H -1.15558 1.18329 0.08170
H -1.04669 0.38699 -1.45314


(5)
90
Properties=species:S:1:pos:R:3 method="wB97M-V/def2-TZVPD" gap_ev=5.591 e_lumo_ev=1.64 total_energy_ha=-8622.5922 charge=-1 spin_multiplicity=1 homo_energy_ev=-3.9
C -10.20201 1.62616 4.63754
C -10.71674 0.97796 5.95723
C -11.70099 -0.26954 5.80498
C -12.64138 -0.30142 7.03689
N -13.32831 -1.61316 7.42162
C -14.01839 -1.51487 8.81505
C -13.15720 -2.35476 9.81857
C -12.54566 -3.40412 8.97067
C -12.33319 -2.80700 7.57958
C -14.33806 -1.83979 6.36692
H -10.82734 2.44917 4.29154
H -10.05149 0.92674 3.81520
H -9.30147 2.20505 4.84251
H -11.09881 1.80924 6.54977
H -9.90250 0.62569 6.59049
H -11.08870 -1.16127 5.67068
H -12.31364 -0.22010 4.90481
H -13.45120 0.41835 6.91769
H -12.05014 -0.15855 7.94140
H -14.98147 -2.00147 8.66081
H -14.28587 -0.53564 9.21210
H -13.73245 -2.83516 10.61003
H -12.31932 -1.72354 10.11458
H -13.15460 -4.30688 8.92257
H -11.56615 -3.73173 9.31899
H -12.63970 -3.53762 6.83101
H -11.32146 -2.40163 7.56559
H -13.99027 -1.82605 5.33399
H -15.05971 -1.03385 6.50028
H -14.85945 -2.79700 6.36430
O -17.76577 -1.12321 6.70576
C -17.77308 -0.52639 8.01340
C -16.85637 0.71157 8.26389
O -16.57763 1.24268 9.58419
H -17.46340 -1.26400 8.75376
H -18.78248 -0.19584 8.25822
H -17.25101 1.49599 7.61810
H -15.88139 0.67673 7.77778
O -13.06043 6.60427 4.69670
C -13.42015 5.61376 5.39394
O -12.62044 4.49739 5.50436
C -13.29829 3.49603 6.19917
C -14.76974 3.92101 6.40682
C -14.71145 5.39851 6.26250
H -12.92336 3.24756 7.19204
H -13.17949 2.66048 5.50936
H -15.23093 3.54713 7.32094
H -15.39589 3.42075 5.66805
H -14.56536 5.89758 7.22046
H -15.55290 5.85581 5.74198
C -20.90224 -2.75200 6.47877
Cl -21.72884 -2.95128 4.88885
Cl -21.13279 -4.33852 7.09370
H -19.85601 -2.51319 6.28780
H -21.38319 -2.11953 7.22495
C -20.10451 1.41663 5.68817
Cl -20.30655 0.54041 4.18580
Cl -20.68425 3.05272 5.65137
H -20.48787 0.82595 6.52017
H -19.03314 1.44277 5.88715
C -18.13819 -3.97216 9.18326
Cl -18.99983 -3.16942 10.57583
Cl -16.39952 -4.29324 9.60401
H -18.58717 -4.96320 9.11723
H -18.32565 -3.58568 8.18146
C -16.31153 -1.33526 12.07732
Cl -14.71438 -0.81603 12.41454
Cl -16.65213 -2.81709 13.02931
H -16.94430 -0.45952 12.22148
H -16.50341 -1.70920 11.07160
C -19.82535 2.63933 9.68074
Cl -20.10271 4.36450 9.70077
Cl -21.35870 1.63140 10.03462
H -19.54572 2.43802 8.64663
H -18.96723 2.38064 10.30107
C -18.08133 -3.23485 4.07523
Cl -17.94666 -3.25284 2.30708
Cl -18.74189 -4.82623 4.61037
H -17.07787 -3.14822 4.49196
H -18.64220 -2.38613 4.46663
C -16.42615 0.68025 4.24990
Cl -16.93695 2.07470 3.31331
Cl -14.79242 0.13087 3.73554
H -16.30675 1.13719 5.23227
H -17.08865 -0.18501 4.22714
C -13.54748 2.03057 9.95842
Cl -12.73092 3.63655 9.76986
Cl -12.35125 0.84598 10.56516
H -14.40338 2.10015 10.62977
H -13.88013 1.92760 8.92554